# C9H21N2

A 2-piece molecular cluster, C9H21N2 overall at a distorted geometry (ωB97M-V/def2-TZVPD, OMol25).

Each line ends with the Mulliken charge.
CARTESIAN COORDINATES (ANGSTROEM)
C: 1.18825 -2.24781 1.58424  -0.230
C: 2.96086 1.66475 0.59287  -1.043
C: -3.64604 -0.53333 -1.93432  -1.176
C: 0.51223 1.42646 2.16386  -1.611
C: -0.44712 -0.71534 -2.22362  -1.634
C: 2.08250 0.46388 0.45137  -0.173
C: -2.55122 -0.84226 -0.85310  -0.449
C: 0.65580 0.92496 0.67557  0.031
C: -1.22123 0.04837 -1.08214  -0.240
N: 2.16146 -2.88697 1.37687  -0.061
N: -0.37365 -0.17266 0.24302  -0.110
H: -0.16149 -1.06769 -0.19840  0.364
H: 2.82371 2.18455 1.64221  0.219
H: 3.92183 1.11405 0.39636  0.368
H: 2.61734 2.40855 -0.11568  0.323
H: -3.89522 0.57650 -2.02346  0.281
H: -3.25485 -1.09547 -2.78849  0.371
H: -4.60986 -0.91919 -1.52462  0.359
H: 0.85973 2.46241 2.35011  0.401
H: 1.20325 0.81064 2.73259  0.376
H: -0.47345 1.44411 2.55961  0.426
H: 0.49480 -0.33205 -2.48889  0.442
H: -1.02689 -0.48682 -3.17403  0.394
H: -0.44692 -1.73573 -2.16271  0.561
H: 2.26016 -0.46386 1.04358  0.154
H: 2.09675 0.17272 -0.60762  0.276
H: -2.36054 -1.92392 -0.72662  0.342
H: -2.88561 -0.38154 0.10824  0.402
H: 0.33582 1.82210 0.20604  0.299
H: -1.42968 1.10240 -1.07205  0.536
H: 2.90974 -3.53679 1.33745  0.282
H: -0.57453 -0.94740 1.06108  0.519

Calculated values
- Kohn-Sham gap: 12.2 eV
- HOMO level: -14.55 eV
- Net charge: +1
- LUMO energy: -2.374 eV



# C25H14Cl5IrNO4S2

C25H14Cl5IrNO4S2 as an isolated structure at a distorted geometry (ωB97M-V/def2-TZVPD, OMol25).

Each line ends with the Mulliken charge.
CARTESIAN COORDINATES (ANGSTROEM)
Ir: -1.45021 -0.41409 0.43469  1.314
Cl: 0.74198 -2.45424 1.59893  -0.038
C: -0.81566 -2.76792 2.20101  1.080
C: -1.87059 -1.98140 1.73082  -1.403
C: -3.14828 -2.24581 2.22768  0.845
Cl: -4.44965 -1.30797 1.68685  -0.064
C: -3.37965 -3.27296 3.18778  0.173
Cl: -4.92577 -3.55994 3.76936  -0.041
C: -2.29552 -4.04814 3.65224  0.329
Cl: -2.54830 -5.26415 4.78997  -0.111
C: -1.00197 -3.79831 3.15973  0.029
Cl: 0.30407 -4.70488 3.70343  -0.056
O: 1.73383 1.12399 0.18825  -0.552
C: 0.79228 1.74823 0.58366  0.311
N: -0.32701 1.13065 1.21322  -0.286
S: -1.54535 2.19644 1.50839  1.098
O: -2.60457 1.55692 0.65937  -0.692
O: -1.90122 2.38098 2.86928  -0.583
C: -0.75700 3.58507 0.81800  0.547
C: -1.20850 4.88841 0.76655  -0.750
C: -0.32220 5.83268 0.26098  -0.500
C: 0.95883 5.47109 -0.14859  -0.542
C: 1.39813 4.15620 -0.06950  -0.602
C: 0.52272 3.20628 0.42488  0.314
H: -2.19703 5.16512 1.10529  0.485
H: -0.63064 6.86687 0.19554  0.427
H: 1.62640 6.23350 -0.52610  0.423
H: 2.39637 3.86988 -0.37195  0.527
O: -1.03848 -0.08012 -1.51128  -0.344
S: -1.49789 -1.03207 -2.70330  0.021
C: -1.21292 -0.05621 -4.12764  0.729
C: -2.35599 0.36068 -4.80321  -0.462
C: -2.20881 1.14932 -5.93316  -0.638
C: -0.93998 1.50920 -6.36079  -0.435
C: 0.19563 1.08711 -5.67251  -0.682
C: 0.06945 0.29444 -4.54907  -0.306
C: -0.21053 -2.24889 -2.70638  0.630
C: 1.02863 -1.98531 -2.13322  -0.310
C: 1.99992 -2.97252 -2.19171  -0.892
C: 1.72835 -4.18614 -2.81287  -0.558
C: 0.48210 -4.43115 -3.37394  -0.619
C: -0.50630 -3.46087 -3.31835  -0.467
H: -3.33913 0.06861 -4.45616  0.403
H: -3.08237 1.47766 -6.47856  0.418
H: -0.82833 2.12148 -7.24560  0.418
H: 1.17830 1.37058 -6.02298  0.420
H: 0.94663 -0.05153 -4.01930  0.423
H: 1.23409 -1.03134 -1.66170  0.746
H: 2.97591 -2.78868 -1.76295  0.493
H: 2.49570 -4.94692 -2.86077  0.439
H: 0.27707 -5.37845 -3.85309  0.428
H: -1.48298 -3.64343 -3.74962  0.463

Calculated values
- Kohn-Sham gap (alpha / beta): 8.3 / 4.7 eV
- HOMO level (alpha / beta): -14.62 / -14.78 eV
- Net charge: +2
- Multiplicity: 6
- LUMO energy (alpha / beta): -6.327 / -10.098 eV



Going through the records in order, we get energy relative to the best compared isomer or geometry (same formula, charge and spin) values of 3.9221; 0.0000 eV.